(1)
Below is 5 unconnected molecules or ions with the total composition C26H25F34N4O6, with properties calculated with wB97M-V/def2-TZVPD.

Positions of all 95 atoms, in Å:
1 N -3.43 2.04 0.20
2 C -3.19 1.47 -1.03
3 N -4.20 0.95 -1.67
4 C -3.91 0.18 -2.90
5 C -2.87 0.98 -3.65
6 C -1.63 0.96 -2.81
7 N -0.93 -0.35 -2.70
8 C -1.07 -0.96 -1.44
9 O -1.90 -1.73 -1.07
10 F -0.14 -0.54 -0.62
11 C -1.13 -1.22 -3.81
12 O -0.52 -1.08 -4.85
13 F -2.02 -2.18 -3.67
14 N -1.92 1.45 -1.46
15 H -3.41 3.04 0.34
16 H -3.63 1.40 0.94
17 H -4.85 0.50 -1.04
18 H -3.61 -0.81 -2.62
19 H -4.79 0.10 -3.52
20 H -2.74 0.72 -4.68
21 H -3.20 2.01 -3.63
22 H -0.92 1.64 -3.24
23 H -1.47 2.34 -1.26
24 C 2.72 0.80 -4.28
25 C 4.02 0.59 -3.48
26 C 3.91 0.44 -1.95
27 F 3.40 1.55 -1.36
28 F 5.14 0.24 -1.46
29 F 4.90 1.55 -3.80
30 F 4.52 -0.60 -3.92
31 O 2.37 2.14 -4.66
32 C 1.67 2.99 -3.86
33 C 2.48 4.22 -3.45
34 F 3.62 3.88 -2.84
35 F 1.74 4.96 -2.59
36 F 1.14 2.35 -2.78
37 F 0.61 3.43 -4.58
38 H 2.91 0.31 -5.23
39 H 1.88 0.28 -3.83
40 H 3.29 -0.42 -1.69
41 H 2.72 4.82 -4.34
42 C 1.64 -1.36 1.87
43 C 1.17 -1.20 3.33
44 C 1.52 0.09 4.07
45 F 2.85 0.28 4.18
46 F 1.01 0.02 5.32
47 F 1.57 -2.27 4.04
48 F -0.19 -1.24 3.29
49 O 2.82 -2.11 1.58
50 C 4.10 -1.55 1.60
51 C 5.00 -2.18 2.67
52 F 4.45 -2.08 3.89
53 F 6.18 -1.53 2.68
54 F 4.05 -0.21 1.68
55 F 4.66 -1.83 0.39
56 H 0.85 -1.95 1.40
57 H 1.63 -0.41 1.34
58 H 1.08 0.95 3.57
59 H 5.16 -3.24 2.45
60 C -2.86 6.34 3.40
61 C -3.59 5.37 2.46
62 C -4.88 4.72 2.94
63 F -4.71 3.95 4.02
64 F -5.33 3.90 1.94
65 F -2.72 4.42 2.02
66 F -3.94 6.10 1.36
67 O -1.75 5.87 4.16
68 C -1.91 5.24 5.38
69 C -1.43 3.79 5.35
70 F -2.06 3.08 4.39
71 F -1.69 3.21 6.54
72 F -3.17 5.35 5.84
73 F -1.12 5.89 6.26
74 H -2.40 7.08 2.74
75 H -3.56 6.90 4.02
76 H -5.65 5.47 3.15
77 H -0.36 3.75 5.16
78 C -0.66 -6.45 -1.46
79 C -1.13 -6.25 0.00
80 C -0.76 -4.95 0.71
81 F 0.57 -4.78 0.82
82 F -1.26 -4.97 1.97
83 F -0.75 -7.31 0.74
84 F -2.49 -6.27 -0.05
85 O 0.51 -7.21 -1.71
86 C 1.78 -6.66 -1.69
87 C 2.65 -7.25 -0.58
88 F 2.08 -7.10 0.63
89 F 3.84 -6.60 -0.56
90 F 1.73 -5.31 -1.64
91 F 2.36 -6.98 -2.86
92 H -1.44 -7.04 -1.92
93 H -0.64 -5.51 -2.00
94 H -1.18 -4.09 0.18
95 H 2.82 -8.31 -0.76

Calculated values
Spin multiplicity ... 1
Lowest unoccupied orbital energy ... -0.1461 Eh
Kohn-Sham gap ... 9.46 eV
Charge ... +1
M ... 1135.440 g/mol
Calculated total energy ... -138001.0756 eV

***

(2)
Below is a molecular structure, C26H25F4IrN3O5, with properties calculated with wB97M-V/def2-TZVPD.

Positions of all 64 atoms, in Å:
1 Ir -0.41 0.44 0.07
2 F 6.44 -0.33 -0.61
3 C 5.82 0.73 -0.08
4 C 4.47 0.67 0.10
5 C 3.77 1.78 0.60
6 C 2.33 1.71 0.77
7 O 1.74 0.61 0.51
8 C 1.70 2.88 1.26
9 C 2.47 3.97 1.58
10 N 3.79 4.04 1.40
11 C 4.51 5.25 1.79
12 C 5.10 6.11 0.72
13 C 3.90 6.58 1.48
14 C 4.48 2.94 0.91
15 C 5.87 2.97 0.75
16 C 6.57 1.88 0.25
17 N 7.96 1.96 0.09
18 C 8.78 0.76 -0.08
19 C 10.26 1.15 0.04
20 N 10.36 2.40 0.87
21 C 9.77 3.58 0.14
22 C 8.53 3.10 -0.62
23 C 0.24 3.05 1.51
24 O -0.19 3.91 2.23
25 O -0.58 2.23 0.83
26 H 3.93 -0.23 -0.17
27 H 1.99 4.84 2.00
28 H 5.04 5.14 2.73
29 H 4.94 5.81 -0.31
30 H 6.06 6.58 0.92
31 H 2.96 6.61 0.95
32 H 4.02 7.36 2.23
33 H 6.42 3.86 1.05
34 H 8.65 0.28 -1.06
35 H 8.52 0.04 0.69
36 H 10.71 1.39 -0.92
37 H 10.84 0.37 0.52
38 H 11.33 2.59 1.13
39 H 9.83 2.26 1.74
40 H 10.54 3.97 -0.53
41 H 9.53 4.33 0.89
42 H 8.80 2.81 -1.65
43 H 7.81 3.91 -0.69
44 F -2.29 -0.71 -4.20
45 C -1.03 -0.42 -3.92
46 F -0.27 -1.48 -4.19
47 F -0.64 0.61 -4.67
48 C -0.87 -0.07 -2.43
49 O 0.22 0.45 -2.04
50 O -1.76 -0.34 -1.60
51 C -0.65 -1.35 1.49
52 C -1.96 -0.84 1.69
53 C -2.23 0.11 2.74
54 C -3.50 0.56 2.96
55 C -4.56 0.10 2.17
56 C -4.33 -0.84 1.15
57 C -3.07 -1.30 0.90
58 H -0.52 -2.21 0.85
59 H 0.10 -1.21 2.26
60 H -1.40 0.45 3.36
61 H -3.69 1.26 3.76
62 H -5.56 0.46 2.35
63 H -5.16 -1.19 0.55
64 H -2.88 -2.01 0.11

Calculated values
Spin multiplicity ... 6
Lowest unoccupied orbital energy (alpha / beta) ... -0.2002 / -0.2707 Eh
Kohn-Sham gap (alpha / beta) ... 6.77 / 6.70 eV
ΔE to the lowest compared entry with this formula, charge and spin ... 0.1 kJ/mol
Charge ... +2
M ... 727.711 g/mol
Calculated total energy ... -55765.9289 eV

***

(3)
Below is a molecular structure, C26H25GaN2OSi, with properties calculated with wB97M-V/def2-TZVPD.

Positions of all 56 atoms, in Å:
1 Ga 0.00 0.11 -0.35
2 O -1.64 -0.49 0.90
3 C -2.32 0.44 1.75
4 C -1.84 1.82 1.40
5 C -2.29 2.93 2.10
6 C -1.87 4.18 1.70
7 C -1.03 4.30 0.60
8 C -0.61 3.15 -0.03
9 N -1.00 1.93 0.37
10 H -1.98 -1.38 1.02
11 H -2.11 0.22 2.80
12 H -3.39 0.37 1.59
13 H -2.96 2.81 2.94
14 H -2.21 5.07 2.22
15 H -0.69 5.27 0.24
16 H 0.06 3.19 -0.88
17 C 2.84 0.19 3.71
18 C 1.90 0.19 2.60
19 N 1.15 0.20 1.72
20 H 3.41 1.12 3.71
21 H 3.52 -0.65 3.60
22 H 2.30 0.10 4.65
23 C 3.41 5.15 -0.53
24 C 3.15 4.92 -1.88
25 C 2.78 3.66 -2.31
26 C 2.68 2.61 -1.39
27 C 2.93 2.84 -0.04
28 C 3.29 4.11 0.39
29 Si 2.34 0.94 -2.03
30 C 3.46 -0.40 -1.53
31 C 3.05 -1.74 -1.49
32 C 3.98 -2.74 -1.28
33 C 5.33 -2.42 -1.14
34 C 5.74 -1.10 -1.18
35 C 4.81 -0.08 -1.36
36 C 1.40 0.81 -3.58
37 C 0.12 1.37 -3.74
38 C -0.49 1.35 -4.98
39 C 0.16 0.79 -6.07
40 C 1.42 0.23 -5.93
41 C 2.04 0.23 -4.68
42 H 3.71 6.13 -0.20
43 H 3.23 5.73 -2.59
44 H 2.57 3.49 -3.37
45 H 2.85 2.03 0.68
46 H 3.48 4.30 1.44
47 H 2.00 -2.00 -1.62
48 H 3.66 -3.78 -1.25
49 H 6.06 -3.21 -1.01
50 H 6.79 -0.85 -1.06
51 H 5.14 0.95 -1.39
52 H -0.40 1.81 -2.90
53 H -1.48 1.79 -5.10
54 H -0.32 0.78 -7.05
55 H 1.92 -0.22 -6.77
56 H 3.02 -0.22 -4.57

Calculated values
Spin multiplicity ... 1
Lowest unoccupied orbital energy ... -0.2497 Eh
Kohn-Sham gap ... 7.55 eV
ΔE to the lowest compared entry with this formula, charge and spin ... 23.5 kJ/mol
Charge ... +2
M ... 479.308 g/mol
Calculated total energy ... -92635.7686 eV

***

no.,F_max (eV Å⁻¹)
1,3.13
2,0.14
3,0.98